Record 1
Formula: C5H16N2O
Source: the OMol25 dataset
Level of theory: ωB97M-V with the def2-TZVPD basis set

As for the SMILES: CC(C)CNCN.O. The calculation puts the energy above the lowest of the compared OMol25 structures with the same formula, charge and spin at 8.8 kcal/mol.

The geometry in XYZ format:
```
24
Properties=species:S:1:pos:R:3:forces:R:3:lowdin_charge:R:1
C 0.313656 -1.742826 -2.113921 0.4 -0.1 0.1 -0.093
C -0.250646 -0.509860 -1.411806 -0.8 0.0 0.0 -0.421
C -1.748613 -0.734743 -1.135442 0.3 -0.1 0.1 -0.072
C 0.583584 -0.234343 -0.168705 0.6 -0.2 -0.1 -0.234
N 0.352801 1.084772 0.420634 -0.6 -0.7 -0.4 -0.075
C 0.895332 1.218588 1.749403 0.0 0.2 1.2 -0.343
N 2.331605 1.382110 1.891108 -0.1 -0.3 0.4 0.015
H 1.290487 -1.531329 -2.552921 0.1 0.0 0.0 0.074
H 0.453937 -2.564482 -1.398181 -0.1 0.2 0.0 0.086
H -0.313196 -2.130809 -2.910511 -0.3 0.1 -0.1 0.073
H -0.198275 0.370328 -2.080359 0.3 -0.3 0.2 0.136
H -1.903197 -1.724356 -0.709856 0.0 -0.1 0.2 0.082
H -2.273931 -0.716509 -2.081868 -0.3 0.0 -0.2 0.071
H -2.221764 -0.018995 -0.462348 0.2 0.1 -0.2 0.053
H 0.443749 -1.001674 0.604981 -0.4 0.1 -0.2 0.131
H 1.633487 -0.360434 -0.480793 0.1 0.1 0.1 0.113
H 0.750603 1.749489 -0.229067 -0.1 0.4 0.2 0.114
H 0.567559 0.354376 2.350151 0.3 0.0 -0.4 0.117
H 0.400067 2.016898 2.318150 0.1 0.3 -0.7 0.108
H 2.829017 0.508649 1.964515 0.1 0.0 -0.3 0.057
H 2.761469 2.004014 1.224538 0.0 0.0 -0.1 0.061
O -2.122009 0.644465 2.022819 0.2 -0.2 0.1 -0.077
H -1.603793 0.850829 1.223641 -0.1 0.2 0.2 -0.011
H -2.971934 1.085841 1.965838 0.1 0.1 -0.2 0.034
```
Forces are in eV/Å.

Record 2
Formula: C5H16N2O
Source: the OMol25 dataset
Level of theory: ωB97M-V with the def2-TZVPD basis set

The calculation puts the energy above the lowest of the compared OMol25 structures with the same formula, charge and spin at 198.5 kcal/mol.

The geometry in XYZ format:
```
24
Properties=species:S:1:pos:R:3:forces:R:3:lowdin_charge:R:1
C -3.008943 -0.409715 -0.851950 0.6 0.6 -0.7 -0.105
C -2.189833 -0.108827 0.465404 0.5 -0.4 -0.4 -0.287
C -0.983824 0.798790 0.009267 0.7 1.2 0.1 -0.257
C 0.119746 0.099523 -0.786553 1.1 0.4 -0.5 -0.263
N 0.862618 -0.773679 0.125144 0.2 1.4 1.7 -0.056
C 2.197676 -1.094455 -0.342337 -0.1 0.3 -0.9 -0.299
N 2.965948 0.155308 -0.425233 -0.6 -1.1 -2.1 0.009
H -3.323599 0.453586 -1.534917 0.9 -0.5 1.4 0.098
H -2.365806 -1.061884 -1.507513 -1.0 0.3 0.8 0.082
H -3.951344 -0.823785 -0.568650 -0.5 -1.0 0.0 0.046
H -2.826590 0.300729 1.300036 0.4 0.0 -1.0 0.100
H -1.793283 -1.109852 0.836578 -0.5 1.0 -0.5 0.104
H -0.368277 1.328577 0.814695 -0.9 -0.5 -0.5 0.075
H -1.358042 1.617881 -0.655098 -0.1 -0.4 0.8 0.124
H -0.195866 -0.433340 -1.689358 -0.4 -0.4 0.3 0.102
H 0.836393 0.888158 -1.246108 -1.0 -0.8 1.1 0.143
H -0.960145 0.141290 2.038123 1.2 0.4 -1.1 0.418
H 2.086795 -1.626994 -1.295267 0.3 0.3 -0.1 0.112
H 2.710293 -1.757955 0.321250 -0.2 -0.8 0.8 0.098
H 3.923199 -0.026021 -0.645441 0.6 -0.1 0.0 0.058
H 2.864169 0.557330 0.469086 0.2 1.1 1.4 -0.002
H 1.054546 -0.148714 0.985530 -0.4 -1.2 -1.3 0.029
H 2.026587 1.805177 2.459323 -0.7 -1.0 -1.0 -0.009
O 1.677577 1.228871 1.723987 -0.3 0.9 1.7 -0.321
```
Forces are in eV/Å.

Record 3
Formula: C5H16N2O
Source: the OMol25 dataset
Level of theory: ωB97M-V with the def2-TZVPD basis set

As for the SMILES: CC[C@H](C)NCN.O. The calculation puts the energy above the lowest of the compared OMol25 structures with the same formula, charge and spin at 30.6 kcal/mol.

The geometry in XYZ format:
```
24
Properties=species:S:1:pos:R:3:forces:R:3:lowdin_charge:R:1
C 2.143948 0.655364 -1.694960 -0.4 -0.1 -1.5 -0.119
C 1.611449 -0.163067 -0.517576 1.2 2.0 0.7 -0.199
C 0.377598 0.585081 0.071406 -1.1 -2.9 -0.1 -0.364
C 0.522337 1.314743 1.392433 -1.0 0.1 0.5 -0.059
N -0.658919 -0.501759 0.259663 -0.2 1.1 1.3 -0.096
C -2.010446 -0.239309 -0.152341 -0.3 0.8 -1.7 -0.299
N -2.249153 -0.596799 -1.580592 -0.3 0.3 0.9 0.006
H 1.356971 1.088941 -2.327950 -0.5 -0.6 0.2 0.062
H 2.620608 1.601257 -1.438787 0.7 -0.4 0.5 0.075
H 2.706406 0.055710 -2.431735 0.4 0.4 0.6 0.076
H 1.498342 -1.223289 -0.739125 -0.6 0.2 -0.3 0.101
H 2.414852 -0.168036 0.240565 -0.3 0.0 -0.1 0.109
H -0.051860 1.238917 -0.688769 0.3 0.3 0.0 0.121
H 0.942488 0.725843 2.214408 1.0 0.1 -0.5 0.083
H 0.894359 2.337706 1.283587 0.3 -0.3 0.3 0.082
H -0.483497 1.367035 1.832948 -0.2 0.6 -0.5 0.076
H -0.328228 -1.443739 0.162623 -0.1 -0.1 -0.4 0.101
H -2.872171 -0.644196 0.383463 0.7 -0.7 0.5 0.114
H -2.210935 0.836249 -0.060068 0.5 0.0 0.0 0.113
H -2.388301 -1.596764 -1.601145 0.1 -0.2 -0.4 0.051
H -1.410228 -0.367100 -2.097209 0.0 -0.1 -0.2 0.049
O -1.153903 -1.675526 2.699835 -0.2 1.0 -0.2 -0.091
H -0.870239 -0.932537 2.100212 -0.5 -0.9 0.3 -0.003
H -0.401479 -2.254728 2.689116 0.5 -0.5 0.1 0.011
```
Forces are in eV/Å.

Record 4
Formula: C5H16N2O
Source: the OMol25 dataset
Level of theory: ωB97M-V with the def2-TZVPD basis set

As for the SMILES: CNCCCCN.O. The calculation puts the energy above the lowest of the compared OMol25 structures with the same formula, charge and spin at 21.2 kcal/mol.

The geometry in XYZ format:
```
24
Properties=species:S:1:pos:R:3:forces:R:3:lowdin_charge:R:1
C -2.570976 -0.625505 0.792355 0.3 0.5 -0.6 -0.112
N -1.151431 -0.226852 0.710359 -0.6 -0.5 0.9 -0.128
C -0.307315 -1.247446 0.123021 1.0 -0.6 -0.5 -0.268
C 1.123467 -1.197199 0.638177 0.3 0.3 0.2 -0.203
C 1.996351 -0.068000 0.111445 0.4 1.4 0.5 -0.195
C 1.794209 1.310362 0.811742 0.1 -0.4 -0.7 -0.295
N 0.763037 2.176094 0.285380 -0.5 0.2 0.6 -0.011
H -3.173656 0.275248 0.728076 -0.3 0.0 0.2 0.071
H -2.821961 -1.229356 -0.078196 0.0 -0.1 0.0 0.073
H -2.829615 -1.191096 1.686772 0.0 -0.1 0.1 0.076
H -0.839357 -0.077924 1.665893 0.1 0.2 -0.1 0.102
H -0.300906 -1.054428 -0.940570 0.2 -0.3 -0.4 0.079
H -0.605256 -2.301138 0.218822 -0.7 0.2 0.4 0.117
H 1.663703 -2.122924 0.464801 -0.3 -0.4 -0.4 0.103
H 1.076100 -1.169132 1.737052 0.1 0.3 0.0 0.112
H 1.917510 0.118338 -0.962753 -0.3 -0.4 -0.1 0.111
H 3.047591 -0.288117 0.285137 0.2 -0.4 0.0 0.096
H 1.638134 1.101690 1.865334 -0.3 0.1 0.3 0.095
H 2.721782 1.881351 0.780958 0.2 -0.1 -0.1 0.100
H -0.155110 1.742764 0.268258 0.2 0.0 -0.2 0.032
H 0.982333 2.604516 -0.598113 0.1 -0.2 -0.1 0.060
O -1.001354 0.000663 -2.948573 0.3 0.3 -0.2 -0.057
H -1.648106 -0.660443 -3.201283 -0.2 0.0 0.2 0.036
H -1.144856 0.221384 -2.022695 -0.2 0.0 0.0 0.007
```
Forces are in eV/Å.

Record 5
Formula: C5H16N2O
Source: the OMol25 dataset
Level of theory: ωB97M-V with the def2-TZVPD basis set

As for the SMILES: NCCCCCN.O. The calculation puts the energy above the lowest of the compared OMol25 structures with the same formula, charge and spin at 30.1 kcal/mol.

The geometry in XYZ format:
```
24
Properties=species:S:1:pos:R:3:forces:R:3:lowdin_charge:R:1
N 0.499495 -2.403823 -0.622983 -0.7 0.1 0.0 -0.023
C 1.599329 -1.446602 -0.755821 0.6 -1.3 1.2 -0.266
C 1.545417 -0.094001 0.005747 -0.6 0.2 -1.2 -0.185
C 0.312813 0.201959 0.864045 -0.1 0.5 0.6 -0.209
C -0.871631 1.070216 0.354311 0.2 0.6 0.7 -0.196
C -0.613536 2.196089 -0.652083 0.0 -0.4 -0.7 -0.284
N 0.656882 2.905163 -0.379580 -0.7 -0.5 0.0 -0.001
H 0.368064 -2.784884 0.312094 0.2 0.3 -0.2 0.064
H -0.387317 -1.990950 -0.912197 0.3 -0.1 -0.1 0.051
H 1.861086 -1.488189 -1.811741 -0.1 1.0 -0.1 0.100
H 2.456071 -1.948374 -0.285088 -0.1 -0.2 -0.3 0.100
H 1.670618 0.730680 -0.695704 0.0 0.0 0.0 0.081
H 2.421785 -0.030500 0.636179 0.2 -0.1 0.2 0.095
H -0.185530 -0.679886 1.277702 0.4 -0.3 -0.2 0.074
H 0.714782 0.683293 1.758698 -0.1 0.2 -0.1 0.099
H -1.702270 0.412535 0.096254 -0.1 0.2 -0.5 0.088
H -1.219399 1.624611 1.234800 -0.1 -0.4 0.2 0.103
H -0.642288 1.816278 -1.679022 0.5 -0.2 0.0 0.103
H -1.456614 2.897737 -0.673311 0.0 -0.1 0.4 0.101
H 0.426282 3.748453 0.120871 0.3 0.3 -0.1 0.063
H 1.102933 3.129603 -1.255869 0.1 0.3 0.1 0.063
O -2.643655 -2.127614 0.989986 -0.4 0.0 0.1 -0.053
H -2.187901 -2.186914 1.837600 0.1 0.0 -0.3 0.040
H -1.985853 -2.013202 0.298537 0.2 0.0 0.3 -0.009
```
Forces are in eV/Å.

Respective electronic energy values: -10472.1394, -10463.9146, -10471.1953, -10471.6038, -10471.2181 eV.
Respective Kohn-Sham gap values: 10.0, 4.8, 9.4, 9.4, 10.1 eV.
Respective HOMO energy values: -9.02, -8.47, -8.60, -8.57, -9.27 eV.